[1]
The following is a DFT calculation (ωB97M-V/def2-TZVPD) of a 2-piece molecular cluster, C8H15NO overall at a distorted geometry.

Total charge: 0
Highest occupied orbital energy in Eh: -0.3243
2S+1: 1

XYZ file:
```
25
Properties=species:S:1:pos:R:3:forces:R:3
C 3.44800 -0.59739 0.23629 0.330 4.997 -2.763
C 2.31480 0.49894 0.58292 -3.408 -1.289 1.582
C 1.00497 -0.03019 -0.33335 2.917 0.479 -0.591
C 0.64037 -1.63761 -0.39311 -0.375 0.241 -2.912
C -0.85995 -1.34588 0.08876 -1.853 2.911 -0.658
C -2.58429 -1.27743 -0.13465 -1.256 -0.845 -2.435
C -2.73029 0.16191 0.58620 -0.306 2.103 0.578
C -0.07269 1.06987 -0.29304 -2.027 0.817 2.194
H 3.81816 -0.46202 -0.87663 -0.319 -0.017 2.248
H 4.19622 -0.36996 0.96423 0.945 -0.758 0.150
H 2.99023 -1.52775 0.22352 -0.460 -1.526 0.743
H 2.06445 0.17054 1.64437 -0.085 0.012 -0.985
H 2.17068 1.70215 0.86913 1.588 -2.960 -2.021
H 1.33946 0.11288 -1.40030 0.050 0.261 1.082
H 0.66974 -1.71948 -1.67483 -0.117 -0.709 3.850
H 1.45980 -2.49650 0.10300 -2.995 2.662 -1.222
H -0.70335 -1.02141 1.15902 -0.512 -0.586 -0.886
H -0.98003 -0.19351 -0.48089 -0.093 -6.030 0.790
H -2.85895 -0.99272 -1.39448 1.045 -1.203 3.822
H -3.65128 -2.39334 0.16025 3.312 3.462 -0.439
H -2.69319 0.18234 1.72556 0.116 -0.848 -1.316
H -3.62770 0.97719 0.39926 1.617 -2.870 -0.139
H -1.70641 2.12745 0.29528 -0.062 -3.048 -0.768
N -1.57115 1.04164 0.09339 0.402 3.408 0.897
O 0.19309 2.19490 -0.55128 1.545 1.340 -0.804
```
Forces are in eV/Å.

Here are the Löwdin charges for atoms 1 to 4, given in e:
1 C -0.10
2 C -0.15
3 C -0.25
4 C -0.13

---

[2]
The following is a DFT calculation (ωB97M-V/def2-TZVPD) of C17H32Cl2HfO2P2 as an isolated structure at a distorted geometry.

Total charge: +2
Highest occupied orbital energy (alpha / beta) in Eh: -0.5169 / -0.5170
2S+1: 1

XYZ file:
```
56
Properties=species:S:1:pos:R:3:forces:R:3
P -1.64894 1.93799 1.70178 0.635 -1.263 -0.377
P 2.54987 0.24432 -0.37534 -1.622 -2.200 0.423
C -0.88901 2.15320 -0.18192 -1.956 0.294 0.878
C 0.14751 1.18941 -0.70673 0.745 -0.566 1.691
H -0.48793 3.17243 -0.11591 -0.120 -0.227 -0.101
H -1.77170 2.10728 -0.81631 -0.071 0.546 -0.219
H -0.24912 0.12809 -0.83275 -0.054 1.019 -0.623
H 0.66016 1.46210 -1.63666 -0.741 0.130 0.430
C 3.28552 1.04526 -1.82538 0.643 0.560 0.036
H 4.33980 1.30381 -1.61224 -0.280 -0.262 -0.102
H 2.78013 1.99329 -2.09605 0.072 -0.530 0.426
H 3.25456 0.37877 -2.70547 0.088 0.027 0.513
C 3.19001 -1.41496 0.00298 0.982 -0.047 -0.910
H 3.23047 -2.03447 -0.90867 0.616 0.099 0.642
H 2.56088 -1.90715 0.77212 0.342 0.445 -0.450
H 4.17980 -1.24530 0.46878 -0.067 -0.468 -0.220
C -2.38711 3.49758 2.32388 0.924 0.944 0.185
H -2.21771 3.45876 3.42233 -0.153 0.157 -0.663
H -3.46754 3.63789 2.13213 0.604 -0.465 -0.164
H -1.84143 4.36535 1.91403 -0.235 -0.258 0.350
C -3.18062 0.91499 1.99164 0.030 -0.602 -0.432
H -3.01743 -0.14217 1.71985 -0.240 0.352 0.014
H -4.08728 1.31246 1.50493 0.456 -0.193 -0.007
H -3.38450 0.90040 3.08741 0.482 0.250 -0.643
Hf 0.41383 -0.09024 1.11056 1.449 1.810 2.174
C 0.12336 -2.27561 -1.50974 0.320 -0.937 0.084
C 0.97106 -1.60315 -2.32018 1.058 0.063 -0.469
C 0.62839 -0.61074 -3.39021 -0.539 -0.743 -0.856
C -0.87292 -0.38881 -3.66550 0.066 0.023 -1.083
C -1.59903 0.10733 -2.45416 -1.653 -0.318 0.358
C -2.17710 -0.55970 -1.43065 -0.560 0.482 -1.526
C -2.33495 -2.04687 -1.30000 -0.385 -0.012 0.191
C -1.19615 -2.81620 -1.96689 -0.819 0.594 0.363
C 1.98229 1.47597 1.81248 0.220 0.579 0.556
H 0.47801 -2.66018 -0.53868 0.348 -0.679 -0.654
H 2.00375 -1.99822 -2.42697 -0.242 1.031 1.032
H 1.14144 -0.88662 -4.32812 -0.182 0.125 0.250
H 1.06388 0.35030 -3.09140 0.070 -0.208 -0.143
H -0.94250 0.38422 -4.46089 0.032 -0.347 0.543
H -1.31293 -1.28155 -4.13891 0.149 0.420 0.359
H -1.66444 1.19793 -2.42983 0.048 -0.361 0.044
H -2.65494 0.03204 -0.63371 0.135 -0.125 -0.417
H -3.27348 -2.38172 -1.77640 0.110 0.217 0.526
H -2.37882 -2.25953 -0.21328 -0.143 -0.318 -0.441
H -1.27241 -3.88131 -1.69566 0.271 0.343 0.004
H -1.31858 -2.75908 -3.05831 0.322 -0.134 0.609
H 2.80080 1.17363 2.50665 -0.688 -0.282 -0.494
H 1.46292 2.31756 2.30606 0.081 -0.249 -0.283
H 2.53529 1.92676 0.95110 -0.078 0.604 0.508
Cl 1.43477 0.20594 5.64685 -0.301 -0.300 -0.457
C 0.98541 -1.41123 5.01084 0.079 -0.253 0.014
Cl -0.46152 -2.07559 5.83243 0.841 0.323 -0.521
C 0.74784 -1.28343 3.48273 -1.049 0.620 -0.181
O 1.69948 -1.43635 2.64386 -1.541 0.532 0.052
O -0.43197 -0.89621 3.07096 2.114 -0.253 -0.562
H 1.87083 -2.02870 5.22653 -0.615 0.009 -0.254
```
Forces are in eV/Å.

Here are the Löwdin charges for atoms 1 to 4, given in e:
1 P 0.89
2 P 1.03
3 C -0.35
4 C -0.42

---

[3]
The following is a DFT calculation (ωB97M-V/def2-TZVPD) of one molecule with the formula C6H7BrClNO at a distorted geometry.

Total charge: 0
Highest occupied orbital energy (alpha / beta) in Eh: -0.2820 / -0.2820
2S+1: 1

XYZ file:
```
17
Properties=species:S:1:pos:R:3:forces:R:3
C -1.78041 -0.50656 0.78694 0.033 2.431 0.722
C -3.68880 0.40265 -0.25411 1.780 -0.703 -0.020
C -3.47012 -1.82160 0.13510 0.434 -1.377 -0.390
C -0.49602 1.07596 -0.47536 -1.880 -0.915 -0.073
C 0.58935 -1.12184 0.24392 -4.497 -1.407 -0.861
C -0.39469 -0.04642 0.57526 0.133 2.959 0.537
N -2.27232 -1.61035 0.58820 -1.465 -1.868 -0.607
O -4.19317 -0.80764 -0.36547 -0.338 0.085 0.882
Cl -4.09877 -3.41676 -0.01319 -0.085 0.655 -0.092
Br -5.08526 1.65036 -0.09120 -0.134 0.111 0.016
H -1.32309 1.74718 -0.22819 0.111 -0.206 -0.196
H -0.59914 0.69652 -1.47993 -0.355 -0.224 -0.385
H 0.37106 1.61192 -0.44070 2.490 1.540 0.030
H 1.57881 -0.98368 0.09498 3.195 1.068 0.506
H 0.22388 -1.26257 -0.76728 0.169 -1.280 -0.542
H 0.28567 -1.97312 0.85576 0.778 -0.280 -0.219
H -0.06053 0.59347 1.39916 -0.368 -0.588 0.692
```
Forces are in eV/Å.

Here are the Löwdin charges for atoms 1 to 4, given in e:
1 C -0.02
2 C -0.55
3 C -0.81
4 C -0.07

---

[4]
The following is a DFT calculation (ωB97M-V/def2-TZVPD) of C45H39CeN3O6PS as an isolated structure at a distorted geometry.

Total charge: +1
Highest occupied orbital energy (alpha / beta) in Eh: -0.3751 / -0.3751
2S+1: 1

XYZ file:
```
96
Properties=species:S:1:pos:R:3:forces:R:3
Ce -12.32053 7.27793 15.74072 -0.167 -1.760 -0.978
O -7.89100 10.35912 13.42338 -0.391 -0.142 0.124
C -7.84927 9.23022 12.67592 0.331 -0.246 1.629
C -6.73832 8.98815 11.86449 1.227 0.779 -0.952
C -6.61523 7.81009 11.14562 -1.464 0.820 0.712
C -7.58339 6.83899 11.25004 -1.095 -0.695 0.058
C -8.64327 6.98264 12.13649 -0.717 0.088 0.394
C -8.79560 8.18205 12.87019 0.317 0.315 -0.440
C -9.87351 8.33464 13.85451 -0.303 -0.678 0.409
O -10.86555 7.50485 13.86595 0.105 0.416 0.947
N -9.72070 9.26137 14.82442 1.426 0.228 -1.865
N -10.56437 9.14311 15.79611 -1.117 0.396 4.083
C -10.33131 9.78978 16.94720 0.307 -0.211 -3.177
C -11.18283 9.57668 18.06630 -0.305 1.836 1.540
C -11.10679 10.46494 19.21220 -0.185 -0.992 -0.509
C -11.94394 10.26245 20.29423 -0.961 -0.986 -0.558
C -12.87767 9.17711 20.16298 1.450 1.290 0.442
C -12.85596 8.40173 19.04179 -0.838 -0.077 -0.056
N -12.09154 8.61937 17.97591 0.410 -0.542 -0.161
H -8.55404 10.24966 14.20204 0.855 -0.180 -1.352
H -5.92247 9.73081 11.68047 -1.110 -0.370 0.646
H -5.87944 7.66116 10.41190 1.199 0.079 -0.584
H -7.55756 6.03407 10.53125 0.012 -0.450 0.330
H -9.40760 6.19833 12.33254 0.667 0.569 -0.523
H -9.53986 10.54231 17.00590 -0.014 -0.398 -0.082
H -10.41504 11.29422 19.22175 0.215 -0.112 -0.179
H -11.93461 10.90607 21.19209 0.029 -0.434 -0.708
H -13.58393 8.94180 20.92303 -0.309 -0.073 0.560
H -13.54630 7.59022 18.94643 -0.273 -0.449 0.017
O -13.11576 5.61442 17.30179 0.300 0.025 -0.100
S -12.14643 4.46422 17.05599 -0.525 0.880 -2.358
O -12.83083 3.20676 16.78412 1.324 1.679 0.603
O -11.28528 5.03388 15.91630 -1.216 -0.781 1.485
C -11.18263 4.37688 18.52107 1.701 1.005 -0.616
C -11.79005 3.56873 19.42362 -2.028 -1.062 1.493
C -11.22669 3.23048 20.66217 0.542 0.410 -0.942
C -9.90596 3.62701 20.84629 -0.128 0.599 0.256
C -9.31721 4.55501 19.98140 0.808 2.396 -1.132
C -9.93902 5.06815 18.77277 -1.008 -3.605 2.584
P -9.25219 6.18417 17.60083 0.036 2.814 -1.268
C -8.06151 7.29727 18.50873 0.086 -1.196 -0.224
C -8.49882 7.82062 19.72286 -0.118 1.198 0.743
C -7.61655 8.68103 20.39959 0.442 0.110 -0.750
C -6.38091 9.02326 19.85675 -0.336 0.131 0.726
C -5.92701 8.42204 18.71297 0.387 0.734 -0.450
C -6.75014 7.58195 18.01990 -1.288 -0.963 -0.759
C -8.20154 5.16630 16.57767 1.649 -0.668 0.599
C -8.28419 5.09351 15.19243 1.162 0.197 0.164
C -7.38482 4.26383 14.51427 -0.921 0.649 -0.217
C -6.62068 3.31106 15.17433 0.138 -1.076 -1.331
C -6.50627 3.39944 16.54878 0.378 0.430 1.803
C -7.16257 4.44328 17.22626 -0.948 -0.684 0.105
H -12.83010 3.25709 19.15889 1.081 -0.087 0.455
H -11.77420 2.70674 21.43840 0.095 -0.179 -0.322
H -9.36586 3.30682 21.73337 -0.027 0.157 -0.121
H -8.35973 5.12414 20.26113 -1.324 -1.396 -0.268
H -9.54843 7.73309 20.13469 1.315 -0.390 -0.630
H -7.81745 9.16707 21.32162 -0.800 0.158 0.697
H -5.77374 9.81288 20.29000 -0.093 -0.289 0.333
H -4.96385 8.74144 18.33617 0.021 -0.294 -0.221
H -6.41532 7.18329 17.04742 -0.312 0.018 0.654
H -8.88610 5.78688 14.62066 -0.330 -0.189 0.107
H -7.35478 4.43092 13.44346 0.050 -0.644 -0.082
H -6.21333 2.47667 14.52544 -0.021 1.153 1.203
H -5.91972 2.74508 17.23971 -0.285 0.335 -1.278
H -6.97805 4.57433 18.32262 -0.288 -0.176 -1.127
C -17.27992 8.39367 16.77765 0.978 0.449 1.051
C -17.13155 8.68262 15.29456 0.141 -1.573 -1.462
C -15.64115 8.91908 15.00510 0.175 -0.113 1.518
O -14.92510 8.30413 16.14903 -0.009 0.084 0.319
C -15.91721 7.75112 17.11730 0.436 -0.087 -1.259
H -18.03738 7.64883 17.06962 -0.038 0.571 -0.414
H -17.41718 9.33449 17.38179 0.048 -0.924 -0.604
H -17.71739 9.46560 14.87184 -0.498 0.900 0.176
H -17.44990 7.81125 14.68056 0.216 0.196 0.588
H -15.38904 9.98616 15.04497 0.009 -0.222 -0.288
H -15.25446 8.41715 14.11829 -0.287 0.274 -0.136
H -15.57642 7.94566 18.13848 0.022 -0.064 -0.307
H -15.89957 6.68011 16.86245 -0.285 0.197 0.591
C -14.09666 7.51572 9.87541 -0.482 -1.853 1.202
C -13.59702 8.38001 10.87081 0.100 1.463 0.175
C -13.40051 8.00103 12.17683 -0.737 -1.527 -0.030
C -13.80281 6.67307 12.58450 0.319 0.682 -0.310
C -13.57455 6.10266 13.87723 0.936 0.020 0.385
C -13.83859 4.76219 14.11816 -0.864 1.635 -0.074
C -14.63590 4.05391 13.20160 0.432 0.677 -0.599
C -14.81421 4.55317 11.94502 -1.108 -0.887 0.440
C -14.40901 5.84746 11.60027 0.533 -0.530 -1.007
C -14.49985 6.21191 10.22615 0.465 2.480 -0.371
H -14.15789 7.89322 8.88121 -0.131 0.011 -0.612
H -13.42909 9.44231 10.57473 0.217 -1.002 0.288
H -12.93494 8.61711 12.93178 0.016 0.446 -0.220
H -13.60854 4.29115 15.04126 0.064 -0.255 0.460
H -15.13735 3.16928 13.49185 0.023 -1.066 0.218
H -15.38514 3.94318 11.23551 0.287 0.380 0.085
H -14.90360 5.53771 9.45708 0.205 0.218 0.614
```
Forces are in eV/Å.

Here are the Löwdin charges for atoms 1 to 4, given in e:
1 Ce 1.41
2 O 0.03
3 C -0.25
4 C 0.00

---

Values for ΔE to the lowest compared entry with this formula, charge and spin, eV, ordered as above
12.687; 0.043; 3.264; 0.432
Values for calculated total energy, Eh, ordered as above
-443.37493; -2467.70517; -3396.81605; -3568.32443